[1]
56
Properties=species:S:1:pos:R:3:mulliken_charge:R:1 method="wB97M-V/def2-TZVPD" total_charge=+1 lumo_energy_ev="-3.3 / -4.3" homo_energy_ev="-8.724 / -10.611" gap_ha="0.1987 / 0.2313" spin_multiplicity=3
H -2.50 -2.89 -4.04 0.47
C -2.47 1.55 -2.22 -1.41
N 0.08 0.18 1.32 0.65
H 2.94 2.45 -4.26 0.31
H 2.85 -3.34 0.93 0.42
H 0.80 4.29 -1.03 0.31
H 4.23 -0.90 0.33 0.48
H 3.05 -0.17 1.49 0.30
H 3.06 -2.29 -2.21 0.39
C 3.27 -0.37 0.43 -1.26
H 0.52 3.40 4.20 0.49
O -0.77 -1.79 2.20 -0.61
H 1.83 -2.86 -4.37 0.47
C -0.41 -0.62 2.39 0.38
P -2.08 0.26 -1.01 0.85
C -1.40 -1.83 -2.53 0.60
C 0.22 2.38 4.45 -0.56
H 4.21 2.58 -3.44 0.30
H -0.88 -1.35 5.07 0.53
H -3.51 1.43 -2.57 0.44
O 1.70 2.26 1.41 -0.61
Ni -0.06 -0.36 -0.49 -0.50
H 1.38 -2.66 1.76 0.25
H 1.19 -3.65 0.30 0.35
H -2.37 2.53 -1.76 0.41
C 0.02 1.93 5.76 -0.64
H -0.49 0.24 7.02 0.41
C 2.18 -1.72 -1.90 -1.29
C -0.37 0.59 5.99 -0.48
C 0.05 1.47 3.41 0.44
P 1.91 -1.38 -0.21 1.09
C 1.83 -2.92 0.79 -1.21
C -3.33 0.57 0.25 -1.24
C -0.34 -3.01 -4.36 -0.44
N -0.19 -1.49 -2.02 0.26
H 0.19 2.61 6.59 0.41
H 0.80 2.95 -1.78 0.28
O 3.27 2.75 -3.40 -0.60
H -3.04 -1.93 -1.12 0.43
C 0.97 -1.95 -2.63 0.94
H -1.79 1.50 -3.08 0.35
C -2.63 -1.25 -1.88 -1.19
H -0.83 2.33 0.25 0.17
C -0.59 -0.31 4.94 -0.68
C 0.89 -2.64 -3.86 -0.98
O 0.22 3.68 -1.54 -0.59
H -3.03 1.45 0.83 0.30
H -0.42 -3.56 -5.28 0.43
O -0.79 2.63 1.19 -0.45
S 0.42 1.71 1.76 1.00
H -3.42 -1.03 -2.61 0.49
H 3.28 0.57 -0.13 0.31
C -0.39 0.16 3.63 -0.05
H -4.31 0.75 -0.21 0.45
C -1.50 -2.62 -3.67 -0.74
H -3.40 -0.29 0.93 0.39



[2]
55
Properties=species:S:1:pos:R:3:mulliken_charge:R:1 method="wB97M-V/def2-TZVPD" total_charge=0 lumo_energy_ev=0.5 homo_energy_ev=-8.179 gap_ha=0.3200 smiles="CNC(=O)[C@H](CCSC)NC(C)=O.CCn1cc(NC(=O)c2ccoc2)cn1"
H 3.18 -3.31 -7.30 0.34
H -0.80 0.97 -2.81 0.22
C 1.17 1.50 0.56 -0.85
H -1.44 3.35 3.01 0.06
N -2.30 2.77 6.83 0.74
C -2.25 3.22 5.52 -0.65
H -1.18 3.78 0.98 0.32
H 2.89 -2.45 -3.76 0.34
H -4.46 1.57 7.95 0.30
H 3.29 -2.01 -6.10 0.25
C -4.56 2.65 7.81 -0.99
H 0.37 -5.11 -0.64 0.28
C 1.03 -5.56 -1.38 -0.90
N -1.00 2.60 3.52 -0.04
H -5.20 3.05 8.60 0.35
H -1.26 0.94 -4.53 0.35
S 1.03 1.65 -4.23 -0.12
H 0.39 -0.98 -2.89 0.35
C 3.02 -3.05 -6.26 -1.04
H 0.57 -6.47 -1.77 0.36
H 1.98 -5.81 -0.90 0.28
H -1.15 2.49 -3.66 0.36
C 1.83 -2.45 -3.54 0.32
O 0.80 -3.69 -6.78 -0.68
C -0.72 1.49 -3.76 -0.87
C 1.65 -3.34 -2.29 0.00
C 0.19 2.14 1.41 0.93
C 1.10 2.13 -0.65 -0.34
C -0.85 1.52 5.89 -0.44
C -1.34 2.45 4.88 0.45
H 1.73 1.89 -1.51 0.52
O 0.14 3.11 -0.62 -0.33
H 2.51 -0.10 -4.89 0.23
C -3.18 3.31 7.87 -0.52
C 1.48 -0.08 -4.51 -0.59
N -1.44 1.73 7.04 -0.97
O 0.49 0.88 3.32 -0.67
N 1.27 -4.61 -2.47 -0.15
H 2.06 -0.57 -2.50 0.25
H -5.03 2.83 6.84 0.29
H 0.83 -0.47 -5.29 0.31
H 1.83 0.67 0.83 0.51
O 1.83 -2.88 -1.18 -0.65
C 1.56 -3.26 -5.92 0.71
C -0.39 3.10 0.64 -0.61
H -2.84 4.03 5.10 0.35
N 1.09 -2.98 -4.71 -0.22
H 1.12 -4.93 -3.42 0.26
H -2.73 3.14 8.86 0.29
C -0.09 1.82 2.81 0.43
C 1.41 -0.99 -3.27 -0.58
H 3.63 -3.70 -5.63 0.32
H -3.28 4.39 7.74 0.30
H 0.10 -3.11 -4.60 0.26
H -0.10 0.75 5.73 0.53



[3]
54
Properties=species:S:1:pos:R:3:mulliken_charge:R:1 method="wB97M-V/def2-TZVPD" total_charge=+1 lumo_energy_ev="-3.2 / -4.6" homo_energy_ev="-10.667 / -11.913" gap_ha="0.2754 / 0.2685" spin_multiplicity=3
H 4.10 2.04 3.23 0.48
N 2.46 1.09 0.46 0.14
H -2.55 1.94 -1.74 0.29
H 0.98 -3.29 -4.63 0.42
C -3.81 -1.65 -0.40 -0.63
C 4.62 1.98 0.03 -0.69
H 0.37 -1.72 -5.14 0.31
H -1.12 2.45 -0.83 0.23
C 0.74 -3.02 -1.35 -0.98
C 1.19 2.30 -3.15 -1.01
H -1.20 -0.21 3.40 0.46
Si -0.45 1.42 -3.00 0.40
H 5.38 2.25 -0.69 0.39
C -2.70 -1.12 0.23 -0.64
H -4.64 -2.18 -2.31 0.46
H -2.67 -1.01 1.31 0.33
C -0.21 0.20 3.32 -0.27
H 3.07 -0.97 -1.83 0.19
H -1.38 2.25 -5.13 0.41
H 1.95 1.73 -3.68 0.33
H -1.68 3.41 -2.19 0.45
H 1.03 3.23 -3.71 0.48
C -1.56 2.39 -1.83 -0.98
C 3.92 1.87 2.17 -0.20
Si 0.89 -1.75 -2.71 0.39
H 1.57 2.58 -2.16 0.19
H 1.40 -3.87 -1.54 0.45
H -0.65 0.66 -5.35 0.31
H -0.28 -3.41 -1.27 0.29
N 1.70 1.08 3.99 -0.63
H 0.26 0.58 5.36 0.20
C -2.66 -1.36 -2.48 -0.34
C 2.72 1.32 1.75 0.40
H -2.61 -1.43 -3.56 0.45
H 3.23 1.26 -1.45 0.53
H -4.67 -1.97 0.18 0.44
H 2.83 -0.34 -3.48 0.33
N -1.62 -0.72 -0.43 0.06
H 3.26 -2.03 -3.22 0.48
C 1.65 0.94 2.69 -0.06
C 0.33 -2.46 -4.35 -1.12
C -0.31 -0.34 -2.34 1.17
C 2.67 -1.20 -2.82 -1.01
Pd 0.42 0.18 -0.03 0.24
H 1.01 -2.60 -0.38 0.22
C -1.59 -0.83 -1.77 -0.54
N 0.51 0.60 4.38 0.13
N 4.88 2.20 1.31 -0.56
H -2.25 0.80 -4.60 0.31
C -1.26 1.26 -4.68 -1.12
C -3.78 -1.77 -1.78 -0.66
C 3.42 1.43 -0.40 -0.23
H -0.69 -2.84 -4.29 0.31
N 0.49 0.41 2.23 0.04



[4]
51
Properties=species:S:1:pos:R:3:mulliken_charge:R:1 method="wB97M-V/def2-TZVPD" total_charge=+2 lumo_energy_ev="-8.4 / -8.4" homo_energy_ev="-14.013 / -14.019" gap_ha="0.2058 / 0.2066"
H 2.37 0.48 -1.47 0.23
C 1.08 -2.85 1.00 0.07
H -1.08 1.01 -2.80 0.07
C 0.71 -1.02 2.43 0.66
H -1.57 -3.47 1.81 0.36
H 3.41 0.25 2.64 0.40
H -1.65 -2.30 3.13 0.44
C -4.29 3.22 -0.62 -0.53
H -5.68 2.17 -3.48 0.43
S -3.81 1.27 -2.22 -0.05
H 0.37 -0.01 -2.93 0.34
Te -1.96 1.65 0.50 0.68
C -5.26 3.30 -1.64 -0.46
N -0.93 -1.59 -1.16 0.24
H 3.42 0.52 0.90 0.37
C -5.09 2.32 -2.58 -0.46
C 1.88 -0.77 1.63 0.93
C 0.20 -2.28 2.04 0.97
Pt 0.29 -1.02 0.10 1.08
H 3.73 -1.26 -0.48 0.33
H -4.22 3.92 0.21 0.42
O -1.35 -1.89 -2.15 -0.25
H -0.65 -3.75 3.27 0.39
H 1.46 -4.31 -0.53 0.43
C 0.57 1.66 -1.56 1.71
H 0.62 3.69 -2.27 0.45
H -0.06 -4.55 0.33 0.38
C 2.08 1.53 -1.51 -1.68
H 2.51 1.96 -2.41 0.58
C 0.01 1.01 -2.81 -1.44
H 3.30 -2.96 -0.70 0.41
C 2.77 0.40 1.76 -1.48
C 0.98 -4.23 0.44 -1.46
C 3.41 -2.17 0.03 -1.45
O 0.01 1.00 -0.36 -0.42
H -0.79 -0.43 3.85 0.38
C 2.17 -1.95 0.82 0.17
H -0.93 3.23 -1.58 0.53
H 1.46 -4.93 1.12 0.35
H 0.87 -0.05 4.31 0.37
C 0.16 3.12 -1.47 -2.03
H 0.47 3.55 -0.52 0.42
C -3.44 2.14 -0.78 0.25
H 2.21 1.32 1.92 0.33
H -6.03 4.05 -1.69 0.40
C 0.17 -0.10 3.47 -1.48
H 4.22 -2.45 0.71 0.37
H 0.07 0.92 3.08 0.29
H 2.49 2.06 -0.65 0.32
H 0.33 1.57 -3.69 0.48
C -1.00 -2.97 2.58 -1.81



[5]
49
Properties=species:S:1:pos:R:3:mulliken_charge:R:1 method="wB97M-V/def2-TZVPD" total_charge=0 lumo_energy_ev=0.8 homo_energy_ev=-8.182 gap_ha=0.3286 smiles="CC#C[C@@](O)(C(=O)OC1CCN(C)CC1)[C@@H]1C[C@H]2CC[C@@H]1C2"
H 0.42 -1.30 1.19 -0.55
N 0.27 -2.70 -3.53 0.07
H 1.79 2.12 1.81 0.43
H -0.12 5.79 -0.01 0.32
H 2.02 -2.24 -2.50 0.33
C -0.64 5.13 -0.67 -1.27
H -1.28 -0.59 3.06 0.56
H 0.13 0.97 4.76 0.41
O -2.60 1.77 2.12 -0.68
H 0.34 -0.77 4.99 0.37
C -0.22 1.20 2.19 -0.84
H 0.86 -0.13 -2.69 0.29
H 1.18 1.01 0.56 0.14
C -0.13 -0.30 -3.10 -0.54
H 0.90 -2.00 2.73 0.46
C -1.08 2.77 0.57 -1.31
C -0.61 -3.10 -2.39 -1.42
C -0.65 -2.01 -1.33 -0.17
H 2.77 -0.44 1.81 0.41
O -2.69 -0.30 0.35 -0.64
C 1.70 -2.92 -3.28 -0.85
C -0.27 -0.19 2.94 -0.16
C -0.09 -1.40 -4.16 -0.98
C -1.42 1.56 1.28 2.09
O -0.82 0.34 -0.90 -0.19
H -2.12 -0.63 -2.24 0.19
H 2.27 -2.68 -4.18 0.29
H -0.12 5.10 -1.60 0.30
C 0.71 -1.06 2.20 -0.04
H -1.64 5.56 -0.78 0.32
C -1.68 0.43 0.20 0.13
H 0.62 -1.17 -4.97 0.43
H -0.42 0.66 -3.55 0.35
H 2.33 1.19 4.04 0.37
C 1.21 1.18 1.63 -1.02
H -1.10 -1.55 -4.59 0.31
H -1.65 -3.25 -2.72 0.35
H 2.54 -0.58 4.30 0.38
H 1.90 -3.97 -3.01 0.26
C 1.92 0.19 3.82 -0.89
C -0.84 3.81 -0.05 0.28
C -1.06 -0.64 -1.93 0.35
H -3.36 1.47 1.57 0.50
C 0.47 0.06 4.29 -1.07
H 0.36 -1.91 -0.92 0.10
C 1.83 -0.08 2.30 -0.02
H -0.30 -4.09 -1.99 0.44
H -1.37 -2.31 -0.56 0.48
H -0.28 1.98 2.94 0.93



[6]
55
Properties=species:S:1:pos:R:3:mulliken_charge:R:1 method="wB97M-V/def2-TZVPD" total_charge=0 lumo_energy_ev=0.0 homo_energy_ev=-8.422 gap_ha=0.3108 smiles="O=[N+]([O-])c1ccc2c(c1)OCCOCCOCCOCCOCCOCCO2"
O 2.61 -0.66 0.18 -0.47
H 2.85 2.38 -0.57 0.23
O 0.79 -2.77 -1.62 -0.35
H -1.70 0.28 2.98 0.46
H 3.77 -1.68 -1.06 0.42
H 0.15 1.90 2.93 0.33
C -1.57 -3.18 -1.62 -0.90
C -3.69 -0.19 -1.07 -0.55
C -3.22 -1.48 -1.76 -0.65
C 1.20 3.19 -1.69 -0.85
H 3.26 3.80 -1.57 0.45
H -1.14 0.06 -0.95 -0.36
H -1.42 3.03 -1.65 0.36
C 1.48 -0.52 0.92 0.79
C -1.66 1.02 -0.90 0.96
H 1.42 2.87 -2.72 0.46
C 2.74 -1.77 -0.69 -0.87
H 3.53 3.08 2.12 0.39
H 2.64 -2.71 -0.14 0.39
H 2.28 -1.98 -2.80 0.44
H 0.49 -2.38 0.48 0.76
H -0.50 -1.80 -2.91 0.32
H 2.11 2.76 3.15 0.44
C 1.39 0.70 1.65 0.72
H -4.05 -2.18 -1.83 0.48
O 0.39 2.23 -1.05 0.16
C 1.68 3.79 1.28 -0.04
O -2.95 0.95 -1.47 -0.46
O 2.40 4.27 0.17 -0.50
H -2.30 -3.72 -2.24 0.54
C 0.24 0.97 2.38 -0.27
H -0.18 -3.52 -3.27 0.42
H -0.75 1.77 -2.71 0.31
N -1.75 -2.09 1.80 1.26
H 1.28 -0.78 -1.94 -0.05
H -1.24 -3.83 -0.81 0.33
O -2.86 -1.69 2.10 -0.69
C 0.46 -1.44 1.01 -0.32
O -2.17 -2.06 -1.01 -0.07
C 1.75 -1.77 -1.86 0.01
H -1.73 1.31 0.16 0.05
C 2.48 2.78 2.12 -0.89
H -3.64 -0.33 0.01 0.22
C -0.87 2.08 -1.66 -1.20
C -0.69 -1.14 1.75 -0.45
H 1.48 4.68 1.89 0.42
O 2.48 1.48 1.56 -0.55
H 0.68 4.16 -1.74 0.34
C -0.81 0.06 2.42 -1.26
H -4.71 0.02 -1.37 0.42
C -0.34 -2.79 -2.46 -0.50
H -2.88 -1.23 -2.78 0.35
O -1.49 -3.25 1.55 -0.67
H 0.73 3.34 0.97 0.11
C 2.51 3.36 -0.91 -0.41



[7]
60
Properties=species:S:1:pos:R:3:mulliken_charge:R:1 method="wB97M-V/def2-TZVPD" total_charge=+1 lumo_energy_ev=-1.9 homo_energy_ev=-12.244 gap_ha=0.3807
H -23.44 3.20 -0.72 0.31
O -22.61 -4.37 2.51 -0.34
C -21.78 0.62 -1.01 0.27
C -18.98 -2.84 -3.58 0.21
O -23.50 -5.69 -3.00 -0.55
O -18.13 -0.13 1.51 -0.39
C -23.23 -4.66 3.80 -0.59
C -17.95 0.31 2.87 -0.44
H -20.49 3.50 -0.40 0.30
C -22.57 2.69 -0.32 -0.38
C -17.16 -2.00 -4.92 -0.63
H -26.04 -4.21 -2.44 0.26
H -20.89 -1.16 2.62 -0.04
C -23.22 -3.28 1.96 0.26
O -19.35 -1.66 0.45 -0.61
O -18.23 -3.91 -3.94 -0.36
O -21.86 -0.57 -1.15 -0.63
H -17.57 1.33 2.87 0.36
C -19.81 -1.15 2.79 0.00
O -22.32 -5.46 -0.84 -0.56
C -24.08 -3.45 4.12 -0.57
H -18.10 -0.90 -3.31 0.16
H -19.77 1.34 -0.72 0.13
C -18.39 -1.56 -4.11 -0.03
H -19.59 -2.13 3.21 0.33
O -23.09 -3.39 -1.98 -0.15
C -19.11 -1.03 1.44 0.26
H -22.62 -5.02 4.61 0.38
H -19.99 0.91 3.38 0.25
O -22.87 -2.87 0.89 -0.37
C -21.24 2.97 -1.00 -0.64
H -17.62 -3.86 -5.93 0.25
H -17.07 -1.57 -5.92 0.31
S -23.32 -5.00 -1.77 1.16
H -23.91 -5.47 3.51 0.30
H -24.92 -3.64 4.78 0.36
H -23.42 -2.72 4.60 0.28
O -22.80 1.28 -0.45 -0.42
Ag -21.00 -2.94 -0.69 1.97
C -24.47 -2.94 2.74 -0.46
H -25.28 -3.58 2.35 0.33
H -21.27 3.50 -1.95 0.31
O -24.71 -4.70 -0.97 -0.30
H -16.39 -4.07 -4.59 0.30
H -26.13 -3.35 -0.93 0.27
H -19.14 0.08 4.60 0.35
H -22.49 2.92 0.75 0.24
O -19.97 -2.99 -2.92 -0.78
H -24.35 -1.80 -1.73 0.19
H -17.18 -0.32 3.32 0.27
C -19.29 0.08 3.52 -0.65
C -25.43 -3.70 -1.70 -0.45
H -24.71 -1.89 2.78 0.31
H -19.19 -1.09 -4.69 0.28
H -24.57 -2.49 -3.29 0.36
H -16.25 -1.65 -4.44 0.28
H -20.48 1.61 -2.38 0.21
C -24.31 -2.75 -2.26 -0.19
C -20.65 1.55 -1.30 0.09
C -17.25 -3.53 -4.95 -0.35



[8]
56
Properties=species:S:1:pos:R:3:mulliken_charge:R:1 method="wB97M-V/def2-TZVPD" total_charge=+1 lumo_energy_ev="-2.6 / -5.9" homo_energy_ev="-11.712 / -11.726" gap_ha="0.3366 / 0.2145" spin_multiplicity=5
S 13.08 9.65 11.53 1.43
H 8.00 6.93 14.85 0.38
H 12.59 8.74 6.43 0.33
H 15.57 14.06 7.24 0.24
O 12.43 9.28 10.17 -0.53
C 11.39 7.32 14.27 -0.34
H 16.57 14.99 8.67 0.31
C 13.46 15.90 6.05 -1.02
C 16.00 15.01 7.69 -0.94
H 9.16 7.26 16.07 0.36
H 8.68 8.54 9.44 0.35
H 13.86 16.41 5.22 0.41
H 15.68 17.79 8.81 0.30
C 14.99 17.92 7.99 -1.03
H 16.63 15.36 6.92 0.40
C 9.04 6.82 15.11 -1.52
S 13.00 12.96 8.09 -0.05
C 9.64 8.09 9.18 -0.89
C 13.51 15.51 9.16 0.49
H 10.23 7.91 10.10 0.21
H 12.29 16.61 12.16 0.40
Rh 11.97 11.61 9.72 0.64
H 8.51 9.53 6.57 0.37
H 10.34 10.12 11.95 0.55
C 11.88 14.66 11.29 -0.63
H 11.90 7.23 7.20 0.42
C 13.30 16.34 10.28 -0.09
O 14.37 9.07 11.78 -0.66
O 10.81 10.73 8.17 -0.85
C 12.41 7.97 13.52 -0.63
H 12.97 8.27 8.13 0.30
H 12.51 16.51 6.24 0.31
As 10.58 9.09 7.89 0.95
C 12.21 8.25 7.37 -1.04
H 13.46 7.81 13.66 0.56
H 8.66 9.04 13.31 0.39
C 12.52 15.95 11.33 -0.79
H 15.53 18.52 7.23 0.34
N 12.23 13.85 10.34 -0.30
H 9.46 8.25 5.63 0.36
H 9.26 5.80 15.10 0.40
C 10.06 7.58 14.17 0.47
C 12.89 14.27 9.24 0.72
H 13.91 17.27 10.34 0.32
H 11.34 14.12 11.99 0.55
H 9.59 7.12 8.62 0.41
Si 14.49 16.13 7.67 0.20
C 9.49 9.16 6.29 -1.06
H 14.08 18.51 8.31 0.30
O 13.00 11.15 11.63 -0.79
H 11.75 6.53 14.98 0.31
H 10.00 9.93 5.66 0.33
C 10.58 9.30 12.56 -0.77
C 11.95 8.91 12.65 0.37
C 9.65 8.61 13.32 -0.59
H 13.21 14.85 5.76 0.29



For each record above, in turn, the calculated energy relative to the best compared isomer or geometry (same formula, charge and spin) values are 40.51 42.53 0.00 11.89 77.33 0.00 0.00 19.30 kcal/mol.
For each record above, in turn, the calculated F_max values are 2.73 2.10 0.46 1.48 4.06 1.51 2.62 2.89 eV/A.